# 1
{"formula": "C26H48Cl10O8S2", "method": "the ωB97M-V functional and the def2-TZVPD basis", "symbols": ["O", "S", "O", "C", "C", "C", "C", "H", "H", "H", "H", "H", "H", "H", "H", "O", "S", "O", "C", "C", "C", "C", "H", "H", "H", "H", "H", "H", "H", "H", "O", "C", "C", "C", "C", "O", "H", "H", "H", "H", "H", "H", "O", "C", "C", "C", "C", "O", "H", "H", "H", "H", "H", "H", "Cl", "C", "C", "Cl", "H", "H", "H", "H", "Cl", "C", "C", "Cl", "H", "H", "H", "H", "Cl", "C", "C", "Cl", "H", "H", "H", "H", "Cl", "C", "C", "Cl", "H", "H", "H", "H", "Cl", "C", "C", "Cl", "H", "H", "H", "H"], "positions_angstrom": [[-0.519, -2.956, 0.426], [0.729, -2.223, 0.489], [1.900, -2.782, -0.130], [0.295, -0.584, -0.144], [0.734, 0.431, 0.870], [0.494, -0.207, 2.241], [1.093, -1.615, 2.152], [-0.791, -0.618, -0.236], [0.706, -0.441, -1.141], [1.809, 0.622, 0.788], [0.269, 1.411, 0.784], [-0.520, -0.228, 2.637], [1.112, 0.265, 3.012], [0.612, -2.331, 2.819], [2.178, -1.568, 2.202], [0.063, -0.631, -4.924], [-0.324, 0.609, -4.305], [0.047, 0.891, -2.942], [0.272, 1.950, -5.343], [-0.875, 2.184, -6.305], [-2.134, 2.103, -5.474], [-2.095, 0.850, -4.602], [1.259, 1.688, -5.708], [0.340, 2.828, -4.693], [-0.789, 3.049, -6.961], [-0.844, 1.361, -7.037], [-3.048, 2.274, -6.046], [-2.192, 2.967, -4.793], [-2.412, 0.017, -5.225], [-2.628, 0.979, -3.668], [3.023, 4.703, 4.906], [1.997, 4.300, 5.363], [0.732, 3.965, 4.595], [-0.120, 3.285, 5.667], [0.396, 3.889, 6.954], [1.797, 4.122, 6.687], [0.246, 4.801, 4.093], [0.903, 3.242, 3.797], [-1.200, 3.201, 5.527], [0.089, 2.204, 5.640], [-0.055, 4.882, 7.060], [0.270, 3.299, 7.853], [-0.833, -4.136, 3.733], [-2.020, -4.264, 3.646], [-3.039, -3.294, 3.068], [-4.288, -4.190, 2.836], [-3.955, -5.558, 3.438], [-2.565, -5.500, 3.793], [-3.303, -2.531, 3.796], [-2.747, -2.951, 2.084], [-5.249, -3.818, 3.183], [-4.406, -4.309, 1.756], [-4.489, -5.739, 4.372], [-4.117, -6.378, 2.746], [3.674, -4.032, -4.502], [3.044, -3.725, -2.837], [3.702, -4.638, -1.830], [5.267, -3.965, -1.258], [1.990, -3.975, -2.930], [3.176, -2.677, -2.604], [3.970, -5.603, -2.248], [3.036, -4.783, -0.985], [-3.762, -2.221, -3.454], [-3.227, -3.432, -2.266], [-1.813, -3.871, -2.509], [-1.597, -4.697, -4.109], [-3.952, -4.243, -2.260], [-3.289, -3.011, -1.260], [-1.463, -4.608, -1.797], [-1.161, -3.010, -2.617], [0.332, 3.835, -0.723], [1.999, 4.280, -1.185], [2.552, 5.308, -0.209], [2.616, 4.585, 1.421], [1.972, 4.573, -2.230], [2.636, 3.401, -1.081], [1.910, 6.181, -0.159], [3.584, 5.524, -0.470], [-3.180, 0.925, 2.567], [-2.776, 1.881, 1.118], [-4.016, 2.624, 0.663], [-3.531, 3.670, -0.730], [-2.443, 1.207, 0.334], [-2.000, 2.590, 1.387], [-4.354, 3.309, 1.433], [-4.796, 2.010, 0.232], [5.846, 2.248, -0.544], [5.636, 0.700, -1.366], [4.353, 0.029, -0.954], [4.500, -0.721, 0.676], [6.476, 0.045, -1.143], [5.632, 0.814, -2.451], [4.094, -0.804, -1.600], [3.552, 0.757, -0.857]], "lowdin_charge": [-0.340, 0.681, -0.331, -0.225, -0.222, -0.203, -0.207, 0.095, 0.078, 0.095, 0.066, 0.078, 0.115, 0.088, 0.075, -0.313, 0.655, -0.343, -0.224, -0.234, -0.234, -0.217, 0.110, 0.103, 0.119, 0.124, 0.120, 0.119, 0.092, 0.095, 0.115, -0.490, -0.087, -0.173, -0.145, 0.027, 0.126, 0.103, 0.115, 0.115, 0.128, 0.125, 0.117, -0.461, -0.053, -0.144, -0.148, 0.017, 0.119, 0.104, 0.109, 0.102, 0.120, 0.122, 0.521, -0.646, -0.643, 0.531, 0.062, 0.037, 0.056, 0.056, 0.564, -0.657, -0.640, 0.512, 0.071, 0.068, 0.067, 0.051, 0.543, -0.639, -0.636, 0.570, 0.070, 0.046, 0.065, 0.071, 0.569, -0.674, -0.626, 0.521, 0.062, 0.057, 0.066, 0.065, 0.567, -0.674, -0.623, 0.569, 0.070, 0.079, 0.051, 0.043], "smiles": "O=S1(=O)CCCC1.O=S1(=O)CCCC1.O=C1CCCO1.O=C1CCCO1.ClCCCl.ClCCCl.ClCCCl.ClCCCl.ClCCCl", "e_tot_ev": -191015.83381, "gap_ev": 10.27, "e_homo_ev": -10.162, "relative_energy_kcal_mol": 0.0, "total_charge": 0}

# 2
{"formula": "C6H6S2", "method": "the ωB97M-V functional and the def2-TZVPD basis", "symbols": ["C", "C", "C", "C", "C", "C", "S", "S", "H", "H", "H", "H", "H", "H"], "positions_angstrom": [[-1.735, 0.596, 0.377], [-0.282, 1.654, -1.483], [-0.953, -0.163, 1.058], [0.807, 0.934, -0.706], [0.224, -0.995, 0.812], [0.714, -0.625, -0.586], [-2.612, -0.170, 1.926], [-1.862, 1.659, -0.919], [1.680, 1.057, -1.291], [1.168, 1.313, 0.349], [0.943, -1.015, 1.705], [0.093, -2.121, 0.789], [0.122, -0.990, -1.358], [1.694, -1.134, -0.673]], "nbo_charge": [-0.333, -0.184, -0.037, -0.566, -0.480, -0.376, 0.033, 0.546, 0.227, 0.250, 0.239, 0.250, 0.214, 0.220], "e_tot_ev": -27983.80646, "gap_ev": [7.32, 7.32], "e_homo_ev": [-7.976, -7.976], "relative_energy_kcal_mol": 106.5, "total_charge": 0}

# 3
{"formula": "C21H34ClN3OS", "method": "the ωB97M-V functional and the def2-TZVPD basis", "symbols": ["C", "O", "C", "C", "C", "C", "N", "C", "S", "N", "C", "C", "C", "C", "C", "C", "C", "C", "N", "C", "C", "C", "C", "C", "C", "C", "Cl", "H", "H", "H", "H", "H", "H", "H", "H", "H", "H", "H", "H", "H", "H", "H", "H", "H", "H", "H", "H", "H", "H", "H", "H", "H", "H", "H", "H", "H", "H", "H", "H", "H", "H"], "positions_angstrom": [[-7.247, -0.389, -1.488], [-5.894, -0.274, -1.872], [-4.983, 0.419, -1.146], [-3.742, 0.536, -1.787], [-2.670, 1.183, -1.220], [-2.797, 1.753, 0.046], [-1.747, 2.443, 0.667], [-0.415, 2.355, 0.308], [0.379, 3.772, -0.019], [0.178, 1.141, 0.319], [-0.385, 0.049, 1.099], [-0.965, -1.115, 0.290], [-1.647, -2.157, 1.187], [-1.872, -3.443, 0.393], [-2.982, -1.653, 1.729], [1.596, 1.095, -0.030], [2.039, -0.220, -0.659], [3.512, -0.098, -1.056], [4.306, 0.143, 0.131], [5.737, -0.089, -0.003], [6.411, 0.674, -1.151], [6.020, -1.589, -0.117], [3.955, 1.422, 0.714], [2.499, 1.394, 1.171], [-4.023, 1.668, 0.689], [-5.101, 1.010, 0.115], [-6.549, 0.979, 1.084], [-7.728, -0.911, -2.315], [-7.363, -0.980, -0.577], [-7.717, 0.588, -1.359], [-3.661, 0.094, -2.768], [-1.739, 1.273, -1.759], [-1.993, 3.381, 0.963], [-1.166, 0.467, 1.736], [0.406, -0.336, 1.750], [-1.692, -0.742, -0.429], [-0.168, -1.606, -0.265], [-0.985, -2.380, 2.032], [-2.510, -3.246, -0.466], [-0.929, -3.849, 0.036], [-2.355, -4.195, 1.013], [-3.447, -2.415, 2.350], [-2.857, -0.758, 2.333], [-3.656, -1.418, 0.908], [1.744, 1.894, -0.766], [1.951, -1.035, 0.058], [1.439, -0.443, -1.542], [3.835, -1.031, -1.518], [3.616, 0.714, -1.798], [6.177, 0.257, 0.940], [6.057, 0.314, -2.115], [6.204, 1.739, -1.078], [7.488, 0.530, -1.106], [5.447, -2.129, 0.630], [7.078, -1.777, 0.047], [5.759, -1.969, -1.102], [4.602, 1.606, 1.575], [4.085, 2.257, 0.002], [2.382, 0.620, 1.931], [2.231, 2.358, 1.603], [-4.147, 2.119, 1.662]], "nbo_charge": [-0.249, -0.493, 0.261, -0.218, -0.250, 0.208, -0.662, 0.304, -0.242, -0.426, -0.227, -0.408, -0.214, -0.597, -0.607, -0.054, -0.405, -0.220, -0.460, -0.026, -0.636, -0.613, -0.213, -0.416, -0.263, -0.090, -0.001, 0.195, 0.184, 0.184, 0.231, 0.232, 0.420, 0.224, 0.203, 0.216, 0.205, 0.190, 0.203, 0.205, 0.207, 0.210, 0.204, 0.205, 0.242, 0.203, 0.211, 0.206, 0.165, 0.191, 0.202, 0.210, 0.214, 0.218, 0.210, 0.197, 0.204, 0.166, 0.198, 0.232, 0.231], "smiles": "COc1ccc(NC(=S)N(CCC(C)C)C2CCN(C(C)C)CC2)cc1Cl", "e_tot_ev": -52204.54981, "gap_ev": 8.58, "e_homo_ev": -7.872, "relative_energy_kcal_mol": 4.2, "total_charge": 0}

# 4
{"formula": "C4H12", "method": "the ωB97M-V functional and the def2-TZVPD basis", "symbols": ["C", "C", "H", "H", "H", "H", "H", "H", "C", "C", "H", "H", "H", "H", "H", "H"], "positions_angstrom": [[2.044, 0.937, 0.037], [2.777, 0.521, 1.314], [2.371, 0.355, -0.823], [0.980, 0.756, 0.149], [2.238, 1.981, -0.210], [3.735, 0.033, 1.132], [2.184, -0.161, 1.918], [3.001, 1.397, 1.923], [-2.494, -0.159, -0.161], [-2.381, -1.277, -1.182], [-3.522, 0.189, -0.047], [-2.024, -0.426, 0.788], [-1.878, 0.686, -0.487], [-3.055, -2.114, -0.970], [-1.395, -1.762, -1.181], [-2.581, -0.955, -2.200]], "nbo_charge": [-0.837, -0.714, 0.189, 0.204, 0.184, 0.185, 0.197, 0.186, -0.962, -0.752, 0.183, 0.189, 0.190, 0.179, 0.195, 0.186], "e_tot_ev": -4340.89511, "gap_ev": [2.80, 12.21], "e_homo_ev": [1.510, -7.843], "relative_energy_kcal_mol": 3.3, "total_charge": -1, "spin_multiplicity": 2, "s2": 0.750}

# 5
{"formula": "C14H28InN4O4S", "method": "the ωB97M-V functional and the def2-TZVPD basis", "symbols": ["In", "C", "N", "C", "C", "O", "C", "O", "C", "C", "O", "N", "C", "C", "H", "H", "H", "H", "H", "H", "H", "H", "H", "H", "H", "H", "H", "H", "H", "H", "C", "C", "N", "C", "C", "N", "H", "H", "H", "H", "H", "H", "C", "S", "C", "O", "H", "H", "H", "H", "H", "H"], "positions_angstrom": [[0.640, 0.025, -0.348], [0.654, -0.832, 4.443], [-0.210, -1.572, 3.514], [-1.085, -2.580, 4.126], [-0.182, -1.334, 2.234], [0.647, -0.508, 1.721], [-1.134, -2.095, 1.321], [-1.260, -1.460, 0.051], [-2.483, -0.768, -0.212], [-2.287, 0.745, -0.281], [-1.113, 1.235, -0.230], [-3.338, 1.509, -0.398], [-3.209, 2.971, -0.471], [-4.709, 1.024, -0.570], [1.479, -1.462, 4.774], [1.046, 0.062, 3.972], [0.062, -0.550, 5.312], [-0.642, -2.884, 5.069], [-2.074, -2.168, 4.334], [-1.183, -3.468, 3.504], [-0.714, -3.089, 1.147], [-2.106, -2.209, 1.798], [-2.859, -1.119, -1.174], [-3.221, -1.001, 0.555], [-2.227, 3.286, -0.141], [-3.376, 3.305, -1.495], [-3.965, 3.422, 0.168], [-4.810, -0.044, -0.402], [-5.364, 1.546, 0.124], [-5.044, 1.249, -1.583], [1.162, 2.225, -2.962], [0.752, 0.840, -3.313], [0.517, -0.168, -2.468], [0.155, -1.281, -3.212], [0.181, -0.936, -4.521], [0.552, 0.386, -4.555], [1.151, 2.369, -1.882], [0.489, 2.955, -3.411], [2.167, 2.436, -3.330], [-0.068, -2.231, -2.757], [-0.026, -1.512, -5.406], [0.657, 0.934, -5.398], [4.589, -0.832, 1.057], [3.817, 0.726, 0.639], [5.072, 1.377, -0.457], [2.685, 0.318, -0.379], [4.840, -1.385, 0.153], [3.903, -1.401, 1.682], [5.492, -0.611, 1.629], [5.351, 0.631, -1.199], [5.932, 1.641, 0.162], [4.696, 2.279, -0.935]], "nbo_charge": [2.102, -0.429, -0.309, -0.436, 0.660, -0.770, -0.162, -0.546, -0.163, 0.665, -0.771, -0.314, -0.429, -0.426, 0.239, 0.238, 0.248, 0.262, 0.238, 0.227, 0.255, 0.238, 0.254, 0.237, 0.242, 0.235, 0.246, 0.218, 0.251, 0.245, -0.660, 0.430, -0.678, -0.091, -0.034, -0.462, 0.221, 0.273, 0.272, 0.245, 0.275, 0.461, -0.805, 1.254, -0.797, -1.070, 0.265, 0.257, 0.284, 0.264, 0.284, 0.269], "e_tot_ev": -45108.06694, "gap_ev": 8.95, "e_homo_ev": -18.002, "relative_energy_kcal_mol": 0.0, "total_charge": 3}